{
  "formula": "C33H42F3N3Ta",
  "method": "ωB97M-V/def2-TZVPD",
  "homo_lumo_gap_ev": [6.374, 6.374],
  "charge": 1,
  "e_above_lowest_kj_mol": 68.6,
  "multiplicity": 1,
  "total_energy_ev": -49068.121,
  "e_homo_ev": [-10.188, -10.189],
  "elements": ["Ta", "C", "C", "C", "C", "C", "C", "C", "C", "C", "C", "C", "C", "N", "C", "C", "N", "C", "C", "C", "C", "C", "C", "C", "C", "C", "C", "C", "C", "H", "H", "H", "H", "H", "H", "H", "H", "H", "H", "H", "H", "H", "H", "H", "H", "H", "H", "H", "H", "H", "H", "H", "H", "H", "H", "H", "H", "H", "H", "H", "H", "H", "H", "H", "H", "C", "H", "H", "F", "C", "F", "F", "C", "C", "C", "N", "C", "C", "H", "H", "H", "H"],
  "xyz": [[-0.87, -0.35, 0.69], [4.35, 0.74, -0.74], [3.49, -0.50, -0.65], [2.38, -0.53, -1.73], [3.09, -0.80, 0.81], [4.04, -1.55, 1.59], [3.86, -1.75, 2.93], [2.76, -1.19, 3.55], [1.86, -0.40, 2.86], [0.89, 0.32, 3.78], [1.15, 1.78, 3.95], [-0.56, 0.13, 3.40], [2.01, -0.22, 1.48], [1.02, 0.57, 0.84], [1.28, 1.85, 0.30], [0.14, 2.26, -0.36], [-0.93, 1.38, -0.38], [-1.96, 1.89, -1.18], [-2.04, 1.37, -2.53], [-3.19, 1.55, -3.30], [-4.22, 2.38, -2.77], [-4.01, 3.03, -1.61], [-2.90, 2.90, -0.83], [-2.83, 3.63, 0.48], [-1.96, 4.90, 0.49], [-2.50, 2.73, 1.70], [-0.93, 0.52, -3.10], [-1.50, -0.85, -3.46], [-0.19, 1.10, -4.31], [4.71, 0.85, -1.78], [5.14, 0.80, -0.05], [3.75, 1.66, -0.57], [4.16, -1.37, -0.89], [1.44, -0.17, -1.37], [2.19, -1.61, -2.13], [2.70, 0.01, -2.59], [4.84, -2.04, 1.07], [4.48, -2.33, 3.58], [2.63, -1.26, 4.62], [1.00, -0.23, 4.73], [2.11, 2.06, 4.29], [0.39, 2.18, 4.63], [0.93, 2.32, 3.04], [-1.25, 0.59, 4.13], [-0.82, -0.93, 3.35], [-0.75, 0.71, 2.50], [2.24, 2.29, 0.25], [0.04, 3.23, -0.91], [-3.24, 1.07, -4.28], [-5.17, 2.48, -3.36], [-4.82, 3.68, -1.32], [-3.91, 4.00, 0.60], [-2.29, 5.61, 1.29], [-1.98, 5.40, -0.47], [-0.91, 4.63, 0.74], [-1.53, 2.29, 1.58], [-3.30, 2.00, 1.89], [-2.56, 3.32, 2.61], [-0.18, 0.42, -2.33], [-2.28, -0.76, -4.14], [-1.87, -1.31, -2.48], [-0.80, -1.59, -3.87], [-0.86, 1.25, -5.18], [0.60, 0.35, -4.63], [0.28, 2.00, -4.03], [-2.79, -0.35, 0.57], [-3.84, -0.12, 0.64], [-2.55, -1.55, 0.24], [-0.15, -7.36, -1.24], [0.56, -6.67, -0.35], [1.88, -6.69, -0.72], [0.46, -7.29, 0.83], [0.08, -5.26, -0.22], [0.45, -4.63, 0.98], [0.25, -3.25, 1.13], [-0.20, -2.50, 0.12], [-0.49, -3.08, -1.03], [-0.37, -4.46, -1.20], [0.86, -5.16, 1.81], [0.42, -2.74, 2.10], [-0.88, -2.50, -1.84], [-0.50, -4.88, -2.22]],
  "mulliken_charge": [0.904, -1.434, 0.462, -0.827, 0.437, -1.223, -1.315, -1.076, 1.164, 0.650, -1.694, -0.934, -0.617, 1.302, -1.575, 0.046, 1.452, -0.266, 0.003, -0.373, -1.313, -0.973, 0.154, 0.573, -1.554, -0.966, 1.818, -1.497, -1.733, 0.440, 0.410, 0.193, 0.556, -0.174, 0.167, 0.609, 0.493, 0.470, 0.476, 0.633, 0.387, 0.453, 0.254, 0.455, 0.429, -0.344, 0.611, 0.442, 0.388, 0.313, 0.422, 0.585, 0.402, 0.381, 0.282, -0.228, 0.321, 0.591, -1.188, 0.383, 0.491, 0.396, 0.323, 0.400, 0.467, -0.529, 0.489, 0.093, -0.246, 0.987, -0.240, -0.248, 0.222, -1.106, -0.110, -0.022, 0.752, -1.242, 0.526, 0.270, -0.287, 0.409]
}